81
Properties=species:S:1:pos:R:3 method="wB97M-V/def2-TZVPD" de_lowest_kj_mol=173.3 e_homo_ev="-9.413 / -9.561" max_force_ev_per_a=3.010 spin_multiplicity=5 total_energy_ev=-118901.6771 total_charge=+1
Fe 0.1241 1.3848 0.1178
P -1.9439 0.3579 -0.5171
C -2.1266 0.9526 -2.2607
C -0.7971 1.3807 -2.8154
N 0.2646 1.3319 -1.9704
C 1.4991 1.6065 -2.4236
C 1.6639 2.2601 -3.6271
C 0.5656 2.4760 -4.4586
C -0.6700 1.9619 -4.0592
C 2.6316 1.1521 -1.5429
P 2.1340 -0.1569 -0.3849
H -1.5971 2.1501 -4.6235
H 2.6814 2.5799 -3.8837
H 0.6559 3.1096 -5.3455
H 3.4286 0.7547 -2.1746
H 3.0165 2.0026 -0.9756
H -2.5310 0.1367 -2.8396
H -2.8455 1.7813 -2.2867
H -1.8629 -3.0043 -3.3296
O -2.3227 -3.0460 -4.1891
H -1.8577 -2.3248 -4.6908
H -0.4810 -3.5546 -0.3679
O 0.3008 -3.7583 -0.9047
H 0.1987 -4.7283 -1.0476
C 2.6889 -1.6160 -1.3560
H 3.6236 -1.4025 -1.9016
H 2.8702 -2.4793 -0.7003
H 1.9088 -1.8941 -2.0698
C 3.4600 -0.1729 0.9014
H 3.3471 -1.1011 1.4926
H 4.4689 -0.1671 0.4437
H 3.3499 0.6974 1.5706
C -2.8751 1.7721 0.1547
H -3.8632 1.7845 -0.3336
H -2.9489 1.6454 1.2390
H -2.3201 2.6938 -0.0915
C -3.1920 -0.9833 -0.3830
H -3.3644 -1.1845 0.6858
H -4.1550 -0.6885 -0.8492
H -2.8477 -1.9235 -0.8489
C 3.4074 0.0673 4.9511
Si 1.9189 1.1650 5.2013
C 1.6314 1.5282 7.0119
C 1.9686 2.7103 4.1601
Si 0.0047 -0.0086 4.6658
Te -0.1165 -0.3270 1.8970
Si 0.0843 -2.2563 5.2209
C 0.3586 -2.2698 7.0816
C -1.5504 -3.1011 4.8233
C 1.5024 -3.1553 4.3702
Si -2.0049 1.0146 5.1373
C -2.1162 0.8688 7.0002
C -1.8392 2.8006 4.6038
C -3.4373 0.1612 4.2876
H 4.2490 0.7057 5.2583
H 3.5584 -0.2417 3.9089
H 3.3802 -0.8332 5.5797
H 2.5566 2.0477 7.3005
H 0.7640 2.1823 7.1750
H 1.5236 0.6175 7.6166
H 1.9898 2.5078 3.0809
H 1.1246 3.3818 4.3628
H 2.9108 3.1919 4.4629
H -0.4732 -1.8106 7.6324
H 0.4268 -3.3257 7.3824
H 1.2946 -1.7733 7.3708
H -1.8055 -3.0478 3.7579
H -1.4446 -4.1640 5.0900
H -2.3919 -2.6752 5.3858
H 1.4071 -3.1515 3.2768
H 2.4840 -2.7370 4.6278
H 1.4732 -4.2020 4.7095
H -1.2781 1.3535 7.5179
H -3.0494 1.3940 7.2484
H -2.1960 -0.1758 7.3296
H -1.6648 2.9100 3.5248
H -2.8060 3.2622 4.8572
H -1.0313 3.3262 5.1314
H -3.3305 0.0946 3.1970
H -3.6073 -0.8503 4.6794
H -4.3114 0.7887 4.5156